Below is C31H36N2O2 in the gas phase in a non-equilibrium geometry, with properties calculated with ωB97M-V with the def2-TZVPD basis set.

```
71
Properties=species:S:1:pos:R:3
C -4.061 3.340 -1.579
C -3.525 3.403 -0.165
C -2.337 4.340 -0.047
C -4.640 3.880 0.752
O -3.197 2.053 0.314
C -2.063 1.461 -0.111
O -1.510 1.665 -1.182
C -1.555 0.479 0.912
N -1.945 -0.822 0.393
C -1.978 -1.815 1.226
C -2.263 -3.146 0.674
C -2.143 -4.311 1.447
C -2.348 -5.552 0.855
C -2.747 -5.630 -0.488
C -2.931 -4.459 -1.246
C -2.673 -3.220 -0.666
C -1.669 -1.674 2.689
C -0.523 -2.293 3.210
C -0.143 -2.045 4.530
C -0.940 -1.239 5.350
C -2.120 -0.676 4.853
C -2.480 -0.884 3.520
C -0.116 0.586 1.164
C 0.878 0.169 0.064
C 2.196 0.598 0.269
C 3.210 0.278 -0.626
C 2.960 -0.647 -1.641
C 1.680 -1.187 -1.785
C 0.625 -0.739 -0.979
N 0.263 1.844 1.816
C -0.272 2.005 3.151
C 0.659 2.788 4.068
C 1.121 4.105 3.440
C 1.676 3.853 2.038
C 0.715 3.051 1.143
H -5.027 2.817 -1.577
H -4.205 4.364 -1.949
H -3.365 2.814 -2.240
H -2.004 4.395 1.000
H -1.514 4.026 -0.703
H -2.657 5.348 -0.349
H -4.366 3.753 1.807
H -4.811 4.949 0.570
H -5.570 3.330 0.546
H -2.103 0.679 1.850
H -1.893 -4.231 2.504
H -2.198 -6.454 1.446
H -2.953 -6.597 -0.939
H -3.273 -4.503 -2.277
H -2.788 -2.286 -1.219
H 0.055 -2.964 2.566
H 0.765 -2.511 4.917
H -0.661 -1.076 6.390
H -2.767 -0.074 5.491
H -3.389 -0.434 3.112
H 0.016 -0.149 1.992
H 2.414 1.210 1.149
H 4.182 0.758 -0.509
H 3.756 -0.940 -2.325
H 1.481 -1.969 -2.519
H -0.389 -1.099 -1.161
H -0.411 1.009 3.589
H -1.271 2.485 3.105
H 1.538 2.165 4.286
H 0.150 2.966 5.021
H 0.284 4.818 3.396
H 1.910 4.548 4.063
H 1.935 4.797 1.545
H 2.609 3.278 2.123
H 1.225 2.803 0.201
H -0.145 3.696 0.881
```

max |F|: 0.051 hartree/bohr
LUMO energy: 0.26 eV
total energy: -39806.2825 eV
energy relative to the best compared isomer or geometry (same formula, charge and spin): 62.5 kcal/mol
frontier orbital gap: 8.1 eV
SMILES: CC(C)(C)OC(=O)[C@@H](N=C(c1ccccc1)c1ccccc1)[C@@H](c1ccccc1)N1CCCCC1